# 1
DFT (ωB97M-V with the def2-TZVPD basis set) results for an isolated molecule of C8H12N2O2 at a distorted geometry.

Geometry as ORCA input:
```
! RIJCOSX wB97M-V def2-TZVPD def2/J DEFGRID3
* xyz 0 1
C -0.94008 -1.74639 0.23678
C -0.11187 -0.67579 -0.38314
C 0.35965 -1.08457 -1.81793
C 0.56412 0.36945 0.52264
C 0.68320 -0.01391 2.01299
C 1.81304 1.15816 0.08858
C -0.68690 0.70894 -0.24835
C -0.50984 1.77459 -1.27660
N -0.44417 2.75200 -1.93299
N -2.04661 0.81371 0.29262
O -2.93041 1.19759 -0.43656
O -2.20065 0.40141 1.39979
H -0.45215 -2.66327 0.25661
H -1.80697 -1.89030 -0.29110
H -1.35094 -1.48242 1.18728
H 1.39938 -0.93820 -1.95217
H -0.02385 -0.47694 -2.60363
H -0.04629 -1.94231 -2.09548
H 0.15113 0.62357 2.73108
H 1.76206 -0.03675 2.16261
H 0.28971 -1.00814 2.15579
H 1.73713 2.21388 0.42172
H 1.99996 1.19678 -0.98092
H 2.79136 0.74892 0.55039
*
```

Values from the calculation:
* structure (SMILES): CC1(C)C(C)(C)C1(C#N)[N+](=O)[O-]
* HOMO-LUMO gap: 10.962 eV

Now the Mulliken charges, all in e:
1 C -2.61
2 C 1.29
3 C -1.98
4 C 1.42
5 C -1.47
6 C -1.84
7 C 0.72
8 C -0.22
9 N -0.52
10 N 1.06
11 O -0.63
12 O -0.59
13 H 0.50
14 H 0.63
15 H 0.59
16 H 0.40
17 H 0.44
18 H 0.60
19 H 0.28
20 H 0.43
21 H 0.33
22 H 0.38
23 H 0.37
24 H 0.43



# 2
DFT (ωB97M-V with the def2-TZVPD basis set) results for a 2-piece molecular cluster, C8H12N2OS overall at a distorted geometry.

Geometry as ORCA input:
```
! RIJCOSX wB97M-V def2-TZVPD def2/J DEFGRID3
* xyz 0 1
C 2.01978 -2.44690 -0.60944
C 0.77580 -2.60205 -1.21605
C 2.57801 -1.17736 -0.48446
C 0.09735 -1.51223 -1.69918
C 1.92103 -0.07658 -0.97339
C 0.65636 -0.20790 -1.60937
C -1.00788 2.14508 2.68894
C -0.01080 0.88653 -2.12376
N -1.54357 -0.67583 1.08757
N -2.16364 1.80400 1.91040
O -3.28436 0.66451 -0.04185
S -1.96273 0.70942 0.54354
H 2.54947 -3.31010 -0.23601
H 0.34090 -3.58643 -1.30292
H 3.53587 -1.06071 -0.00122
H -0.87139 -1.62145 -2.15951
H 2.35916 0.90655 -0.88512
H -0.40986 1.24307 2.81881
H -0.38640 2.92686 2.23575
H -1.32603 2.48598 3.67706
H -0.96327 0.77285 -2.60720
H 0.41065 1.87391 -2.06119
H -0.59498 -0.74482 1.41551
H -2.71945 2.60360 1.63310
*
```

Values from the calculation:
* HOMO-LUMO gap (alpha / beta): 5.656 / 8.169 eV

Now the Mulliken charges, all in e:
1 C -0.44
2 C -0.49
3 C -0.45
4 C -0.35
5 C -0.55
6 C 1.13
7 C -0.70
8 C -1.30
9 N -0.49
10 N -0.29
11 O -0.64
12 S 0.79
13 H 0.39
14 H 0.38
15 H 0.39
16 H 0.31
17 H 0.34
18 H 0.26
19 H 0.26
20 H 0.28
21 H 0.36
22 H 0.32
23 H 0.25
24 H 0.25



# 3
DFT (ωB97M-V with the def2-TZVPD basis set) results for an isolated molecule of C8H12N2OS at a distorted geometry.

Geometry as ORCA input:
```
! RIJCOSX wB97M-V def2-TZVPD def2/J DEFGRID3
* xyz 0 1
C 1.01933 -2.94709 -1.40237
C 0.44606 -1.61806 -1.06495
N 0.65478 -0.62815 -1.88078
C -0.05820 0.53694 -1.72132
O 0.01815 1.30361 -2.66182
C -0.98947 0.77148 -0.52941
C -1.12472 2.27385 -0.19652
S 0.26054 2.91195 0.77339
C 0.41965 1.68669 2.07117
C 0.57273 0.27926 1.48976
C -0.60970 -0.14188 0.63729
N -0.31467 -1.47104 0.06439
H 1.91478 -3.08825 -0.78795
H 1.30159 -2.95793 -2.46303
H 0.26079 -3.74001 -1.19568
H -2.00600 0.47427 -0.81873
H -2.06706 2.44235 0.33398
H -1.15004 2.85969 -1.15889
H -0.46240 1.63199 2.70063
H 1.30048 1.98033 2.64816
H 1.45916 0.26322 0.86166
H 0.78363 -0.42967 2.25243
H -1.48688 -0.21810 1.27698
H -0.14254 -2.17544 0.77160
*
```

Values from the calculation:
* structure (SMILES): CC1=NC(=O)[C@@H]2CSCC[C@@H]2N1
* HOMO-LUMO gap: 9.213 eV

Now the Mulliken charges, all in e:
1 C -1.17
2 C 0.70
3 N -0.63
4 C 0.42
5 O -0.59
6 C 0.18
7 C -0.94
8 S -0.15
9 C -0.73
10 C -0.97
11 C -0.11
12 N -0.32
13 H 0.29
14 H 0.34
15 H 0.34
16 H 0.26
17 H 0.46
18 H 0.38
19 H 0.37
20 H 0.40
21 H 0.37
22 H 0.49
23 H 0.31
24 H 0.31



# 4
DFT (ωB97M-V with the def2-TZVPD basis set) results for a 2-piece molecular cluster, C8H12N2S overall at a distorted geometry.

Geometry as ORCA input:
```
! RIJCOSX wB97M-V def2-TZVPD def2/J DEFGRID3
* xyz 0 1
C 0.59262 -3.06872 0.55733
C 1.40732 -2.79077 -0.43635
C 0.26555 -0.76958 0.53381
C 1.51548 2.35006 -0.24355
C 0.31153 1.90765 -0.04361
C -1.04925 1.89745 -2.11013
C -0.92652 -2.03605 2.22740
C -0.87555 2.54903 -0.63766
N -0.28143 0.22429 1.05303
N 0.02174 -1.96045 1.10744
S 1.39642 -1.03670 -0.84253
H 0.52516 -4.13696 0.87960
H 2.11683 -3.33406 -1.04668
H 2.49391 1.88357 0.05320
H 1.69935 3.30926 -0.72161
H -0.51385 2.45830 -2.75526
H -2.22213 1.86260 -2.23807
H -0.69921 0.79578 -2.10350
H -0.29907 -1.89789 3.03498
H -1.54040 -1.18909 2.32796
H -1.56113 -2.95618 2.33085
H -0.74744 3.63138 -0.92959
H -1.62991 2.30709 0.00295
*
```

Values from the calculation:
* HOMO-LUMO gap: 8.277 eV

Now the Mulliken charges, all in e:
1 C -0.40
2 C -0.35
3 C 0.61
4 C -0.73
5 C 0.19
6 C -0.86
7 C -1.10
8 C -0.64
9 N -0.69
10 N 0.13
11 S -0.08
12 H 0.29
13 H 0.37
14 H 0.27
15 H 0.29
16 H 0.41
17 H 0.25
18 H 0.19
19 H 0.41
20 H 0.39
21 H 0.28
22 H 0.34
23 H 0.43



# 5
DFT (ωB97M-V with the def2-TZVPD basis set) results for an isolated molecule of C8H12N2SSi at a distorted geometry.

Geometry as ORCA input:
```
! RIJCOSX wB97M-V def2-TZVPD def2/J DEFGRID3
* xyz 0 1
C 2.68132 0.02316 -3.26059
C 1.93339 0.24614 -2.05678
N 2.35788 1.02073 -1.14992
C 1.55987 1.23702 -0.05384
C 1.68639 2.18448 0.92159
N 1.59583 3.05077 1.65290
C 0.25281 0.19581 -0.22210
Si -1.13342 -0.27984 0.95763
C -2.61413 -0.97815 -0.06512
C -1.79587 1.07708 2.03919
C -0.31646 -1.71404 1.86939
S 0.48071 -0.62965 -1.67049
H 3.33854 -0.82682 -3.09843
H 2.02320 -0.19851 -4.07432
H 3.33957 0.91718 -3.51004
H -2.99259 -2.01322 0.03913
H -3.61716 -0.51531 0.23834
H -2.47102 -0.72360 -1.15067
H -2.30227 1.58477 1.25291
H -2.47215 0.80849 2.77511
H -1.01860 1.64288 2.48281
H -0.41142 -1.84006 3.02234
H -0.83925 -2.53633 1.35177
H 0.73483 -1.73296 1.70920
*
```

Values from the calculation:
* structure (SMILES): Cc1nc(C#N)c([Si](C)(C)C)s1
* HOMO-LUMO gap (alpha / beta): 8.103 / 8.102 eV

Now the Mulliken charges, all in e:
1 C -1.05
2 C 0.59
3 N -0.54
4 C 0.04
5 C 0.26
6 N -0.49
7 C 0.25
8 Si 0.61
9 C -1.20
10 C -1.12
11 C -1.07
12 S -0.18
13 H 0.26
14 H 0.36
15 H 0.30
16 H 0.39
17 H 0.30
18 H 0.32
19 H 0.27
20 H 0.40
21 H 0.38
22 H 0.31
23 H 0.29
24 H 0.33



# 6
DFT (ωB97M-V with the def2-TZVPD basis set) results for an isolated ion of composition C8H12N3O3 and charge +1 at a distorted geometry.

Geometry as ORCA input:
```
! RIJCOSX wB97M-V def2-TZVPD def2/J DEFGRID3
* xyz 1 3
C -4.62799 1.54618 -0.83722
C -2.89855 0.25508 0.19295
C -0.84030 -0.29115 -0.62561
C 3.78937 0.55592 1.23882
C -4.12892 1.16170 0.48498
C 2.70497 0.37778 0.18422
C 2.02167 -1.06870 0.17764
C 1.23597 -1.32305 -1.11266
N -5.02836 1.89150 -1.84738
N -1.19597 -1.36873 0.13815
N -1.84438 0.61176 -0.59481
O -2.61056 -0.82860 0.78501
O -0.87440 -2.42921 0.60401
O 0.22836 -0.31482 -1.37601
H 4.21748 -0.47060 1.28011
H 4.51891 1.27830 0.87031
H 3.46024 0.85128 2.25781
H -4.87722 0.59493 0.95740
H -3.71066 2.04623 0.83656
H 2.02773 1.24114 0.27278
H 3.18116 0.57873 -0.79541
H 2.91473 -1.79120 0.32249
H 1.38335 -1.20759 0.95295
H 1.80780 -1.05206 -2.01291
H 0.86160 -2.29622 -1.20312
H -1.71602 1.45141 -1.15107
*
```

Values from the calculation:
* expectation value of S²: 2.0107
* HOMO-LUMO gap (alpha / beta): 7.024 / 7.981 eV

Now the Mulliken charges, all in e:
1 C 0.06
2 C 0.47
3 C 0.46
4 C -1.09
5 C -0.24
6 C -0.33
7 C -0.39
8 C -0.85
9 N -0.28
10 N 0.50
11 N 0.01
12 O -0.46
13 O -0.43
14 O -0.35
15 H 0.27
16 H 0.34
17 H 0.29
18 H 0.31
19 H 0.28
20 H 0.25
21 H 0.30
22 H 0.44
23 H 0.32
24 H 0.39
25 H 0.44
26 H 0.27



# 7
DFT (ωB97M-V with the def2-TZVPD basis set) results for a 2-piece molecular cluster, C8H12N5OP overall at a distorted geometry.

Geometry as ORCA input:
```
! RIJCOSX wB97M-V def2-TZVPD def2/J DEFGRID3
* xyz 0 1
C -0.31910 -1.69207 2.27543
C 1.86289 -0.57451 -1.27945
C 0.80854 -1.96690 -0.12150
C 0.80463 -0.75843 0.58929
C 0.12263 -3.03931 0.47841
C -1.84125 1.65860 1.28992
C 1.98824 1.47000 0.27503
C -2.12579 0.68801 -0.85349
N 0.30855 -0.65078 1.81998
N -0.54461 -2.87630 1.66799
N 1.49759 -1.81953 -1.29647
N 1.60449 0.10407 -0.07540
N 0.08761 -4.19199 -0.17831
O -1.42345 1.06482 0.21120
P -1.18089 -0.11873 -2.11585
H -0.77121 -1.57564 3.20242
H 2.51039 -0.08831 -1.97285
H 1.44657 2.22645 -0.39343
H -2.77763 2.10745 1.62878
H -1.00848 1.81022 1.93720
H 1.60572 1.58778 1.29022
H 3.15497 1.57295 0.17127
H -3.22763 1.07721 -0.95227
H 0.53614 -4.23220 -1.00207
H -0.16382 -5.08238 0.30101
H -1.73963 -1.42161 -2.22039
H -2.00090 0.11246 -3.19851
*
```

Values from the calculation:
* HOMO-LUMO gap (alpha / beta): 7.883 / 8.148 eV

Now the Mulliken charges, all in e:
1 C -0.38
2 C -0.52
3 C 1.05
4 C 0.49
5 C -0.03
6 C -0.47
7 C -0.90
8 C -0.19
9 N -0.56
10 N -0.72
11 N -0.65
12 N 0.24
13 N -0.37
14 O -0.06
15 P -0.13
16 H 0.48
17 H 0.41
18 H 0.27
19 H 0.36
20 H 0.25
21 H 0.33
22 H 0.31
23 H 0.25
24 H 0.22
25 H 0.28
26 H 0.01
27 H 0.06



# 8
DFT (ωB97M-V with the def2-TZVPD basis set) results for C8H12N7ReS2 as an isolated structure.

Geometry as ORCA input:
```
! RIJCOSX wB97M-V def2-TZVPD def2/J DEFGRID3
* xyz 3 2
Re 0.11810 0.52611 -0.64199
N 0.25671 -2.03101 -4.21098
C 0.30487 -1.55938 -2.98206
S 0.42829 0.25403 -2.82271
N 0.29633 -2.30931 -1.92672
N 0.50110 -1.59020 -0.78700
C 1.01262 -2.19338 0.22603
C 1.40043 -1.31953 1.32000
C 2.06099 -1.72374 2.45592
C 2.49798 -0.75693 3.36419
C 2.26763 0.58625 3.10187
C 1.59430 0.94131 1.94987
N 1.15380 0.00682 1.07411
H 0.22465 -1.43591 -5.02525
H 0.24798 -3.03333 -4.36059
H 1.22348 -3.25689 0.19721
H 2.25306 -2.77579 2.62261
H 3.02613 -1.05685 4.26085
H 2.60652 1.35955 3.77769
H 1.39432 1.97847 1.71259
N -1.91627 0.23046 -0.15802
N -2.75759 1.37689 -0.25905
C -2.21877 2.58384 -0.48725
N -2.95519 3.65753 -0.48776
S -0.49592 2.71944 -0.84530
H -2.30739 -0.49951 -0.76409
H -1.97454 -0.12801 0.80253
H -3.75005 1.23317 -0.10285
H -3.95206 3.65835 -0.29601
H -2.54151 4.55756 -0.70784
*
```

Values from the calculation:
* expectation value of S²: 0.7568
* HOMO-LUMO gap (alpha / beta): 6.226 / 6.148 eV

Now the Mulliken charges, all in e:
1 Re 1.07
2 N -0.34
3 C 0.75
4 S -0.10
5 N -1.23
6 N 0.64
7 C -0.14
8 C 0.69
9 C -0.86
10 C -0.15
11 C -0.77
12 C 0.11
13 N -0.32
14 H 0.22
15 H 0.28
16 H 0.50
17 H 0.47
18 H 0.48
19 H 0.44
20 H 0.43
21 N -0.71
22 N -0.33
23 C 0.77
24 N -0.33
25 S -0.15
26 H 0.41
27 H 0.41
28 H 0.25
29 H 0.25
30 H 0.25



# 9
DFT (ωB97M-V with the def2-TZVPD basis set) results for an isolated ion of composition C8H12NO2 and charge -1 at a distorted geometry.

Geometry as ORCA input:
```
! RIJCOSX wB97M-V def2-TZVPD def2/J DEFGRID3
* xyz -1 1
C 1.74271 -0.09979 0.09873
C 1.20744 1.13217 0.05954
C 0.85737 -1.25620 0.17083
C -0.83111 0.47959 0.07721
C 3.23843 -0.13744 -0.01252
C -1.55262 0.97961 -1.10686
C -1.37040 1.24209 1.37047
C -1.47131 -1.85784 -0.32819
N -0.54577 -0.86749 0.22888
O 1.40415 2.33260 -0.06788
O 1.19656 -2.42670 0.37148
H 3.55882 0.52245 -0.94756
H 3.57792 -1.12299 -0.19775
H 3.83758 0.26742 0.90678
H -0.87648 0.72924 -1.95509
H -1.77049 1.98425 -1.00490
H -2.50566 0.45115 -1.32518
H -0.69516 1.24481 2.17693
H -2.18919 0.64425 1.82558
H -1.85806 2.14106 1.16950
H -2.47572 -1.69416 -0.08055
H -1.31873 -1.86114 -1.43320
H -1.16031 -2.82697 0.00374
*
```

Values from the calculation:
* HOMO-LUMO gap: 6.587 eV

Now the Mulliken charges, all in e:
1 C 0.49
2 C 0.58
3 C 0.28
4 C 0.78
5 C -1.42
6 C -1.60
7 C -1.70
8 C -1.17
9 N 0.16
10 O -0.73
11 O -0.77
12 H 0.22
13 H 0.38
14 H 0.20
15 H 0.31
16 H 0.50
17 H 0.31
18 H 0.36
19 H 0.39
20 H 0.38
21 H 0.33
22 H 0.32
23 H 0.37



# 10
DFT (ωB97M-V with the def2-TZVPD basis set) results for a 2-piece molecular cluster, C8H12NO2P overall at a distorted geometry.

Geometry as ORCA input:
```
! RIJCOSX wB97M-V def2-TZVPD def2/J DEFGRID3
* xyz 0 1
O -0.50531 0.73990 -0.78160
C -1.52435 0.25439 -0.33323
C -2.72752 1.04233 -0.21938
C -3.86003 0.36525 0.05609
C -3.98994 -1.00055 0.52254
C -2.92344 -1.84240 0.50946
C -1.59129 -1.21716 0.08617
H -2.63443 2.13685 -0.36753
H -4.76865 1.01067 -0.00901
H -4.96902 -1.26776 0.77967
H -2.99370 -2.89516 0.65875
H -1.24215 -1.72701 -0.83007
H -0.84936 -1.50518 0.79127
C 2.27197 0.06621 1.32702
N 2.64851 -0.05997 -0.04555
C 3.42935 0.99437 -0.57910
P 1.96220 -1.19121 -1.01415
O 1.15127 -2.12979 -0.23878
H 3.10700 0.11834 1.93695
H 1.70520 0.96081 1.36970
H 1.76914 -0.72002 1.63969
H 3.58365 0.87739 -1.69554
H 3.07806 1.90055 -0.24462
H 4.38972 0.98886 -0.17026
*
```

Values from the calculation:
* structure (SMILES): O=C1C=CC=CC1.CN(C)P=O
* HOMO-LUMO gap: 8.967 eV

Now the Mulliken charges, all in e:
1 O -0.57
2 C 0.49
3 C -0.54
4 C -0.28
5 C -0.51
6 C -0.50
7 C -0.13
8 H 0.35
9 H 0.28
10 H 0.39
11 H 0.43
12 H 0.30
13 H 0.28
14 C -1.04
15 N 0.28
16 C -0.93
17 P 0.07
18 O -0.48
19 H 0.41
20 H 0.35
21 H 0.33
22 H 0.26
23 H 0.34
24 H 0.39